Entry 1:
5 unconnected molecules or ions with the total composition C11H33O5 in a non-equilibrium geometry. Source: the Open Molecules 2025 dataset; level of theory: ωB97M-V/def2-TZVPD.

Results
Frontier orbital gap in Eh: 0.3988
Total charge: +1
E_HOMO in eV: -13.11
Energy relative to the best compared isomer or geometry (same formula, charge and spin) in kJ/mol: 86.57
E_tot in eV: -22172.90414

Structure (XYZ):
```
49
Properties=species:S:1:pos:R:3:forces:R:3
O 19.609820 -19.965450 12.756850 -0.1167 1.8180 -0.2920
H 20.390660 -20.353110 13.158850 1.9588 -1.0769 0.9721
H 18.836850 -20.218870 13.266640 -1.7898 -0.6216 1.3842
H 19.515260 -20.304820 11.863830 0.0485 -0.9200 -1.7365
C 17.116500 -20.195140 9.414090 -0.5855 -0.1899 0.4129
C 18.548020 -19.822680 9.678970 -0.8094 0.6852 -0.7347
O 19.285840 -20.882350 10.267640 0.2301 -0.0580 0.0471
H 16.662780 -20.436700 10.375280 -0.2921 -0.1311 -0.0718
H 16.978460 -21.041690 8.741490 0.2615 -0.0673 0.0263
H 16.563170 -19.361850 8.981030 0.0916 0.1216 0.0475
H 18.555770 -18.991140 10.383650 0.2217 0.1887 -0.1251
H 18.985070 -19.516470 8.728540 0.4389 0.1878 0.2058
H 19.693180 -21.331290 9.523240 0.3177 -0.4597 0.3277
C 22.433460 -22.969330 12.396590 -1.4133 -0.4979 -0.5615
C 22.775550 -21.701800 13.071470 3.1062 0.4090 0.2996
C 23.378450 -20.708510 12.082510 -0.4534 0.1538 0.2170
O 21.760290 -21.125240 13.847050 -1.8357 0.4483 0.0481
H 23.319620 -23.367520 11.902370 -0.0649 -0.2056 0.3160
H 21.704530 -22.792300 11.605750 -0.1504 0.1021 -0.2615
H 21.936520 -23.671530 13.065970 0.4328 -0.1932 0.0847
H 23.579060 -21.940170 13.768350 0.1456 -0.1274 0.2326
H 24.246170 -21.120960 11.567690 -0.2190 -0.1391 -0.1139
H 23.722590 -19.796740 12.570710 -0.1607 0.0474 0.0713
H 22.576840 -20.470080 11.383470 0.2143 0.2587 -0.4058
H 22.127590 -20.688850 14.619230 0.1477 -0.0011 -0.0173
C 15.281990 -20.215280 12.867390 -0.2506 0.5533 -0.8764
C 16.474940 -19.328090 13.270760 -1.7480 -1.5865 2.1445
C 16.029560 -18.266960 14.210460 -0.4021 2.0198 0.1250
O 17.307010 -20.156460 14.126330 1.9807 -0.0543 -1.3789
H 15.493340 -21.155820 12.358640 0.5158 0.2682 -0.1944
H 14.619210 -19.621140 12.238240 -0.1066 -0.0862 -0.2024
H 14.662040 -20.523970 13.709090 0.2723 0.3354 0.4465
H 17.041100 -18.840360 12.477240 0.2801 -0.7321 -0.1917
H 16.877700 -17.644000 14.494500 0.1908 -0.2236 0.2857
H 15.559740 -18.671470 15.106980 0.0007 -0.0782 -0.0491
H 15.350310 -17.529880 13.782170 -0.3393 -0.2304 -0.2171
H 16.854310 -20.453100 14.919220 -0.2801 0.1645 -0.1418
C 18.855500 -25.037570 13.064510 0.2454 0.2490 -0.2024
C 18.433680 -23.679610 12.511790 -0.9711 -1.6559 -0.0183
C 16.945140 -23.627800 12.122550 0.4365 0.5072 -0.1711
O 18.752500 -22.647260 13.430910 0.4144 0.3722 -0.4455
H 19.944910 -25.070310 13.049930 0.0381 -0.1351 0.4582
H 18.525090 -25.877220 12.453010 -0.1901 0.1589 -0.0702
H 18.452660 -25.170980 14.068520 0.1268 -0.1341 0.1400
H 18.993920 -23.553820 11.585290 0.2209 0.5288 0.0971
H 16.265550 -23.458140 12.957700 0.2181 0.0845 0.1873
H 16.576590 -24.512620 11.603550 0.3263 -0.0310 -0.1173
H 16.915000 -22.775820 11.443340 -0.6588 0.0592 -0.0629
H 18.647450 -22.990890 14.321130 -0.0447 -0.0853 0.0829
```
Positions in Å, forces in eV/Å.

***

Entry 2:
A molecular structure, C51H48AsN9STeW in a non-equilibrium geometry. Source: the Open Molecules 2025 dataset; level of theory: ωB97M-V/def2-TZVPD.

Results
Frontier orbital gap (alpha / beta) in Eh: 0.2187 / 0.2187
Total charge: +2
E_HOMO (alpha / beta) in eV: -11.45 / -11.45
Energy relative to the best compared isomer or geometry (same formula, charge and spin) in kJ/mol: 382.72
E_tot in eV: -147856.26754

Structure (XYZ):
```
112
Properties=species:S:1:pos:R:3:forces:R:3
W 0.115839 -0.150100 0.008715 -0.8709 -0.2951 -0.7476
C -6.160453 0.206748 -0.577431 -0.0445 0.0649 0.0293
C -5.174246 -0.938434 -0.670491 0.1314 -0.1771 -0.0432
N -4.334141 -1.120388 0.514677 -0.0721 0.2793 0.1806
C -3.008479 -0.841642 0.614163 -0.2121 -0.1674 0.0220
S -2.332135 0.470165 -0.415390 0.3219 -0.0007 0.2191
N -2.249561 -1.477019 1.415144 0.1376 -0.2125 -0.0746
N -0.896739 -1.162932 1.427327 0.0684 0.3720 0.0373
C -0.482036 -0.349490 2.587095 0.2535 0.2875 0.0041
C -1.583142 -0.084475 3.595818 -0.0554 -0.0274 0.0008
C 2.045632 -0.916978 2.422950 -0.0214 -0.0419 0.0522
C 3.247078 -1.162422 3.085461 -0.0728 -0.0244 0.0141
C 4.451181 -0.840085 2.503702 0.0589 -0.0174 0.0104
C 4.431852 -0.230639 1.257607 -0.0493 -0.0239 -0.0531
C 3.226539 -0.117608 0.610543 0.0643 -0.1273 -0.0109
N 2.048316 -0.521188 1.135841 -0.0465 0.0654 0.0599
H -6.763137 0.253381 -1.485394 -0.0049 -0.0155 0.0041
H -5.643584 1.158177 -0.461448 0.0182 0.0550 0.0114
H -6.837306 0.079226 0.268099 0.0270 -0.0061 0.0183
H -4.521209 -0.805283 -1.535719 -0.0034 0.0073 -0.0016
H -5.701417 -1.881846 -0.825595 -0.0222 0.0215 -0.0439
H -4.657166 -1.778978 1.207541 0.0242 -0.0398 -0.0245
H -2.504129 0.215729 3.104019 0.0103 0.0038 -0.0146
H -1.283244 0.711764 4.270305 0.0161 -0.0013 0.0061
H -1.775169 -0.988918 4.175656 -0.0188 0.0121 0.0051
H 3.206628 -1.544561 4.096009 0.0200 -0.0067 -0.0065
H 5.381207 -1.016329 3.027354 0.0008 0.0113 -0.0017
H 5.331802 0.122039 0.774387 0.0079 -0.0031 0.0145
H 3.187614 0.301476 -0.385290 -0.0094 0.0045 0.0012
N -0.683567 0.877996 -4.414641 0.0096 0.0202 0.0545
C -0.872140 0.419154 -3.185133 -0.0324 -0.0824 -0.0185
N -0.055692 0.622735 -2.186247 0.3903 0.2195 0.2604
C 0.990914 1.550111 -2.386831 -0.0521 0.0517 -0.3018
N 1.569084 2.121983 -1.396749 -0.3036 -0.0085 0.3822
N 1.013304 1.716399 -0.176268 0.6306 0.2355 -0.3653
C 1.367365 2.364037 0.876950 0.0075 0.0721 0.5778
C 0.907431 1.745052 2.115398 -0.4549 -0.0119 -0.2319
C 1.448229 2.019288 3.325412 0.2439 -0.0891 0.2399
C 1.349942 1.180824 4.511644 -0.0003 0.2049 -0.1708
C 1.057597 -0.126500 4.527421 -0.0241 -0.0986 -0.0145
C 0.776237 -0.941181 3.280164 0.0074 0.0543 -0.0260
N -0.066295 0.807512 1.788677 0.1126 0.2096 0.2349
C 1.382551 1.864028 -3.757343 0.0736 0.0123 0.0885
C 2.578958 2.514893 -4.073396 -0.0541 -0.0155 0.0609
C 2.874533 2.800134 -5.387232 -0.0488 -0.0267 -0.0897
C 1.976342 2.453341 -6.402428 0.1053 0.0551 0.0105
C 0.788060 1.819876 -6.108541 -0.0343 -0.0192 0.0741
C 0.505773 1.525836 -4.779038 -0.0926 -0.0218 -0.1102
H -1.381127 0.687823 -5.118150 0.0149 -0.0102 -0.0113
H -1.774107 -0.153963 -3.011689 0.0214 -0.0027 -0.0273
H 2.040296 3.211679 0.819115 -0.0916 0.0412 -0.0165
H 2.069802 2.904815 3.392931 0.0224 -0.0228 0.0076
H 1.578116 1.659569 5.456530 -0.0075 0.0146 0.0007
H 0.982932 -0.629828 5.483250 0.0207 -0.0231 -0.0095
H 0.547498 -1.974933 3.545766 0.0079 0.0059 0.0587
H 3.252994 2.791201 -3.274706 0.0006 -0.0113 0.0035
H 3.800503 3.298562 -5.636726 -0.0018 0.0048 -0.0083
H 2.213110 2.685520 -7.431775 0.0084 0.0026 0.0040
H 0.090229 1.553800 -6.892401 -0.0036 -0.0073 0.0032
C 2.131833 -3.025045 -6.152410 -0.0359 -0.0111 -0.0266
C 0.898501 -2.640142 -5.644760 0.0327 0.0072 0.0345
C 0.785145 -2.268283 -4.313282 0.0450 -0.1174 -0.0348
C 1.899375 -2.295519 -3.479659 0.0307 0.2547 -0.2987
C 3.132735 -2.684019 -3.988739 0.0111 -0.0023 -0.0841
C 3.242359 -3.052345 -5.324006 0.0471 0.0093 0.0529
As 1.763944 -1.701188 -1.647411 -0.0454 -0.6330 0.1067
C 0.252117 -2.727932 -1.000691 -0.0409 -0.0765 -0.1813
C -1.078667 -2.652427 -1.395973 -0.0807 -0.0411 0.0884
C -2.010693 -3.540771 -0.860523 0.0639 0.0290 0.0118
C -1.603809 -4.475325 0.071592 0.0360 -0.0164 0.0345
C -0.264585 -4.576931 0.447034 -0.0839 -0.0091 0.0190
C 0.673999 -3.726588 -0.102102 0.1664 0.0074 0.0081
C 2.135538 -3.820870 0.078983 -0.1146 -0.0694 0.0680
C 2.787434 -4.750694 0.882664 0.0217 -0.0207 0.0074
C 4.172590 -4.793663 0.904972 -0.0160 0.0138 -0.0192
C 4.919103 -3.907079 0.136925 -0.0200 0.0106 0.0032
C 4.279258 -2.956533 -0.646368 0.0469 -0.0230 0.0293
C 2.894214 -2.926349 -0.679005 0.0339 0.0889 -0.0388
H 2.222265 -3.320629 -7.188917 0.0038 0.0023 -0.0001
H 0.022932 -2.648834 -6.281445 0.0015 0.0003 0.0047
H -0.189882 -2.020611 -3.920200 -0.0444 0.0320 0.0148
H 4.009040 -2.730289 -3.355162 -0.0203 0.0251 0.0019
H 4.201105 -3.367980 -5.713133 -0.0007 -0.0024 0.0007
H -1.392713 -1.966454 -2.168536 -0.0297 0.0237 0.0137
H -3.044992 -3.496997 -1.175018 -0.0057 0.0035 -0.0040
H -2.326595 -5.157463 0.498813 -0.0012 -0.0043 -0.0030
H 0.035607 -5.353061 1.138763 -0.0084 -0.0001 -0.0008
H 2.220044 -5.454573 1.477614 0.0065 -0.0005 0.0008
H 4.675585 -5.530443 1.516642 0.0037 0.0033 0.0041
H 5.999766 -3.955176 0.150495 0.0004 -0.0032 0.0020
H 4.871433 -2.253228 -1.219892 -0.0199 0.0106 0.0010
C -8.165546 5.152024 0.109735 0.0102 -0.0117 0.0120
C -6.831938 4.479560 0.265338 -0.0323 0.0122 -0.0042
C -5.823393 4.665042 -0.669624 0.0535 -0.0505 -0.0332
C -4.579738 4.054675 -0.540992 -0.1663 0.0307 -0.0915
C -3.549465 4.318162 -1.608522 0.0219 -0.0086 0.0274
C -4.354811 3.231102 0.572307 -0.0250 0.0849 -0.0904
Te -2.442206 2.528409 0.976626 0.0899 -0.2600 0.0727
C -5.362111 3.016852 1.534618 -0.0798 0.0467 -0.0238
C -5.182963 2.140034 2.746626 0.0110 -0.0236 0.0006
C -6.582903 3.648393 1.354764 0.0050 -0.0259 -0.0012
H -8.192269 5.784279 -0.775300 0.0008 0.0016 -0.0017
H -8.388262 5.771438 0.979346 0.0056 -0.0017 0.0036
H -8.964137 4.413456 0.026183 0.0055 -0.0075 0.0046
H -6.006240 5.303569 -1.525929 -0.0149 0.0012 0.0012
H -4.032990 4.695094 -2.507917 0.0016 0.0118 -0.0050
H -2.989147 3.419722 -1.869150 -0.0168 -0.0252 -0.0048
H -2.823910 5.067277 -1.284460 0.0070 -0.0136 0.0291
H -4.782557 1.159380 2.484099 -0.0023 -0.0143 -0.0390
H -6.140957 1.991656 3.241719 0.0083 0.0049 0.0115
H -4.499658 2.588474 3.470379 0.0043 -0.0048 -0.0095
H -7.366565 3.489389 2.086928 -0.0028 0.0120 -0.0024
```
Positions in Å, forces in eV/Å.